Entry 1:
A molecular structure, C5H13BN at a distorted geometry, computed with ωB97M-V with the def2-TZVPD basis set.

## Properties
HOMO energy: -0.537 Eh
energy above the lowest of the compared OMol25 structures with the same formula, charge and spin: 0.00 kcal/mol
total charge: +1
Kohn-Sham gap: 0.4142 hartree

Positions of all 20 atoms, in Å:
H 3.23 -0.03 0.36
C 0.95 -1.32 -0.13
H 1.05 0.03 1.36
H 2.55 1.61 0.45
C -0.03 0.89 -0.13
H 2.53 0.72 -1.08
H -2.86 1.54 0.66
C 2.43 0.63 0.00
H 1.43 -2.07 0.48
H 0.12 1.11 -1.19
C -1.00 -1.49 0.07
N 1.12 0.06 0.34
H -1.14 -2.00 1.01
H 1.15 -1.43 -1.19
H -1.30 -2.13 -0.75
H -3.11 0.91 -0.94
C -2.80 0.63 0.07
H -3.55 -0.07 0.44
B -1.36 0.02 0.02
H -0.02 1.85 0.39

Entry 2:
13 unconnected molecules or ions with the total composition C66H135F4N21O24P6 at a distorted geometry, computed with ωB97M-V with the def2-TZVPD basis set.

## Properties
HOMO energy: -0.302 Eh
Kohn-Sham gap: 0.2839 hartree

Positions of all 256 atoms, in Å:
O 10.80 16.16 17.43
C 15.88 18.99 19.49
H 18.04 9.83 15.75
H 14.53 20.15 13.85
H 13.30 14.47 13.61
H 16.55 11.28 12.67
N 16.69 10.97 14.67
H 18.26 12.82 11.12
H 14.30 11.33 15.63
C 18.29 18.77 14.08
H 15.93 19.83 10.59
O 14.61 18.37 19.33
C 13.70 22.82 14.12
H 12.38 15.89 8.93
H 25.97 14.31 15.37
H 19.55 16.10 16.01
H 22.70 20.41 19.29
O 20.02 12.58 7.32
N 18.59 10.40 10.40
C 11.67 14.75 10.67
C 12.32 19.50 11.25
C 19.76 19.82 18.63
H 19.60 22.77 19.75
N 13.41 22.93 12.70
O 18.43 15.75 12.32
H 21.03 18.13 21.26
F 19.86 16.57 8.03
H 15.48 25.06 20.17
H 19.43 18.90 21.32
C 16.62 10.83 8.93
C 14.81 17.16 18.78
C 17.91 17.54 13.62
O 12.62 20.60 18.48
O 18.36 9.21 10.28
H 17.66 20.29 15.50
C 16.60 10.44 13.36
H 14.03 23.42 16.85
H 20.84 19.90 20.89
H 16.46 19.76 12.30
C 12.55 15.55 9.95
H 16.04 22.56 20.72
H 15.98 19.64 18.62
O 13.92 16.49 18.31
H 17.70 22.13 21.24
H 20.85 15.77 10.08
H 13.12 19.12 13.78
C 19.03 23.68 19.54
C 26.83 16.00 12.78
H 17.38 24.16 14.85
H 17.34 20.77 11.17
H 12.44 18.86 17.26
C 10.46 14.84 17.66
H 12.51 24.23 11.39
C 15.63 12.99 8.99
H 17.46 9.81 13.07
H 17.12 22.11 13.05
H 14.58 18.70 12.82
H 11.39 23.51 12.58
H 19.63 14.57 10.61
H 15.65 9.88 13.22
P 20.74 22.00 12.27
N 25.95 15.37 13.73
N 15.58 21.67 11.71
H 23.31 21.58 10.93
C 16.59 13.47 9.89
H 10.74 14.47 10.19
H 23.08 12.91 15.28
H 23.68 20.18 17.88
C 15.62 11.70 8.55
H 17.74 18.13 18.91
C 13.92 19.50 13.17
H 20.77 24.12 14.42
H 19.16 19.23 13.63
H 15.68 19.20 16.17
C 11.93 14.41 11.97
C 20.39 18.89 20.81
N 15.57 12.90 16.14
C 16.60 22.59 12.22
O 19.68 21.57 13.21
H 22.35 13.57 13.81
C 11.88 19.71 17.66
H 27.60 14.40 14.56
H 27.24 16.95 13.20
H 22.39 20.76 14.82
H 12.81 18.70 10.68
H 21.91 20.16 17.71
H 25.06 14.49 11.53
C 12.41 23.90 12.43
C 11.86 21.03 19.55
H 16.30 24.79 15.90
N 17.59 23.43 16.77
H 11.13 13.93 12.53
H 19.38 23.98 18.54
C 24.04 14.85 11.42
P 16.76 22.95 18.10
C 13.76 15.78 10.53
H 27.08 15.76 15.50
O 10.70 20.41 19.65
C 16.00 17.41 14.99
H 16.56 14.49 10.24
C 22.17 20.29 13.82
N 17.63 23.37 19.52
C 19.92 13.56 7.97
O 14.50 16.85 8.63
H 27.68 15.32 12.57
H 20.05 13.93 15.59
H 11.31 13.08 16.69
H 20.93 20.09 9.43
C 23.45 15.12 16.41
C 16.30 18.72 15.42
H 23.36 14.02 11.53
H 18.04 25.36 16.00
C 23.87 17.91 19.34
H 14.87 13.74 8.73
C 14.13 23.33 17.91
H 16.73 15.84 13.72
C 17.51 12.57 10.37
H 20.58 18.52 15.48
C 21.32 17.85 15.91
H 13.44 23.99 18.43
N 20.18 18.64 19.38
C 15.37 14.22 16.66
H 19.02 21.85 17.00
C 22.73 19.83 18.33
O 16.49 21.49 17.95
C 13.14 14.71 12.57
O 12.21 21.87 20.31
C 16.32 20.42 11.42
H 15.93 19.59 20.40
O 11.83 14.97 15.83
N 18.21 12.95 15.74
H 14.75 25.83 18.70
N 20.72 17.36 17.15
C 23.36 20.95 11.84
C 10.70 19.37 18.58
H 16.65 9.83 8.57
H 19.70 23.36 16.49
H 19.92 12.42 14.63
H 21.54 17.03 15.24
N 13.31 20.29 12.06
C 14.09 15.40 11.85
C 11.66 16.23 16.36
N 23.69 15.78 12.47
P 21.27 17.59 18.70
H 10.76 18.40 19.02
O 21.41 16.34 19.56
H 11.90 20.18 10.49
H 22.09 25.33 11.88
H 20.45 25.44 13.36
C 18.60 12.76 17.13
C 16.82 16.82 14.10
H 23.42 19.92 11.47
H 22.29 18.34 16.02
H 17.03 23.77 21.54
C 20.16 20.45 10.09
H 14.55 22.13 14.27
H 15.11 16.92 15.36
H 23.94 18.29 20.36
C 19.38 13.34 14.95
N 22.19 21.21 12.64
H 16.59 10.32 16.67
H 14.88 14.20 17.63
H 15.08 15.56 12.22
H 19.05 22.66 9.24
H 13.93 23.79 14.54
P 16.75 12.60 14.95
H 9.75 19.47 18.05
H 19.31 24.21 13.43
O 18.94 14.52 7.92
C 20.06 22.79 9.63
O 16.13 16.84 18.73
C 16.86 17.80 19.45
C 16.96 9.98 15.67
C 17.53 11.32 9.88
H 20.10 23.81 10.06
H 16.41 9.08 15.35
H 19.20 13.59 17.50
H 23.81 16.81 19.35
H 22.44 14.87 16.79
H 12.58 24.73 13.11
F 11.41 20.38 16.54
N 14.80 16.50 9.74
H 22.84 19.48 13.53
O 24.37 17.39 14.38
H 14.73 14.76 15.97
H 13.57 12.95 15.46
F 11.19 14.34 18.70
H 18.68 20.04 18.78
C 20.20 14.96 9.76
O 15.87 16.61 10.32
C 23.23 13.60 14.45
H 21.15 19.91 13.89
H 23.91 15.28 10.44
H 16.45 25.58 18.83
F 17.21 17.38 20.69
O 16.65 13.41 13.70
C 17.44 19.36 15.02
C 15.49 25.09 19.06
H 19.91 19.65 17.56
N 23.53 14.98 14.93
H 19.23 20.48 9.54
N 20.40 21.78 10.66
H 20.78 22.78 8.78
C 19.25 15.58 8.76
H 26.24 16.23 11.89
C 20.39 24.39 13.45
P 24.43 16.00 13.93
C 17.35 24.52 15.87
C 17.07 22.95 20.85
H 22.35 16.79 11.35
H 18.78 22.29 15.30
O 13.46 22.23 10.22
H 22.24 24.00 10.70
C 22.33 16.26 12.30
H 13.98 22.30 18.23
H 21.62 15.42 12.28
O 20.82 13.90 8.96
H 20.01 19.69 10.88
H 18.63 17.53 16.58
H 9.41 14.74 17.89
H 24.76 18.17 18.76
H 16.27 14.79 16.76
H 19.13 11.81 17.37
H 14.90 11.31 7.88
H 23.67 16.14 16.67
H 16.10 23.48 12.61
H 24.18 14.46 16.89
H 12.87 22.38 14.72
C 10.89 14.04 16.44
C 18.82 22.70 16.34
H 19.26 24.44 20.27
C 26.70 14.91 14.91
H 11.56 19.04 11.87
H 22.11 16.98 13.11
O 19.55 17.58 11.97
H 10.04 13.96 15.80
N 18.74 16.90 12.57
C 19.42 16.81 16.84
P 13.90 21.81 11.57
O 19.52 10.93 10.87
N 22.75 18.36 18.55
H 19.05 16.24 17.73
H 17.37 22.85 11.46
H 19.04 13.87 14.03
H 24.13 13.30 13.89
H 18.35 16.01 9.24
N 15.42 23.81 18.39
O 12.02 17.19 15.79
C 14.24 12.30 16.10
H 23.12 23.99 12.25
N 21.05 23.61 12.39
H 13.88 12.26 17.13
H 17.71 12.72 17.79
H 20.37 20.68 18.92
H 24.32 21.27 12.28
C 22.17 24.25 11.76

Entry 3:
9 unconnected molecules or ions with the total composition C43H58FN12O3S at a distorted geometry, computed with ωB97M-V with the def2-TZVPD basis set.

## Properties
HOMO energy: -0.183 Eh
energy above the lowest of the compared OMol25 structures with the same formula, charge and spin: 112.91 kcal/mol
total charge: -1
Kohn-Sham gap: 0.2486 hartree

Positions of all 118 atoms, in Å:
C -3.33 -4.20 1.19
C -8.84 -4.64 1.99
H -2.53 1.61 -0.45
H -1.59 -7.78 2.02
H 8.79 2.38 5.95
O 2.43 -0.75 0.78
H -9.70 -3.87 0.06
H 5.44 -0.36 4.52
O 3.36 1.19 1.54
H -0.72 2.50 1.51
C -2.92 5.21 -6.35
C 2.56 -1.73 3.91
H -5.79 -3.80 1.59
C -6.78 0.69 -0.39
H 5.69 1.89 3.14
C 6.36 3.76 4.17
H -2.57 -2.55 3.89
H -2.52 0.00 0.44
C -6.40 2.63 -1.45
H -6.35 0.67 -2.53
H -0.69 -2.37 1.93
C -2.63 -9.47 0.97
H -7.12 -4.96 3.38
C 4.58 -0.84 -1.77
C -2.33 1.13 0.57
C 2.17 0.39 -1.92
H 7.43 0.02 -7.43
N 1.51 6.51 1.93
C 6.99 0.02 -5.28
H -0.69 0.67 2.00
H 2.01 2.88 -3.05
N 6.89 1.05 -4.38
H -2.52 5.72 -3.22
H -6.92 -0.34 -0.08
H -3.08 1.48 1.37
F 3.97 -2.07 -1.35
N -3.59 -3.78 2.47
C -2.11 -3.68 0.81
N 3.51 -0.76 3.72
H 4.11 1.13 -2.84
C -6.49 1.23 -1.62
H -3.15 5.47 -7.37
H -9.69 -5.06 2.50
C -7.56 -3.62 0.45
C -2.55 -2.99 2.91
H -2.42 3.03 -6.44
C 7.97 2.70 5.32
C -2.94 6.06 -5.27
H -7.06 1.61 1.50
N 0.96 2.08 -0.32
C 4.33 -2.17 5.23
H -3.74 -6.55 1.63
C -4.51 -8.28 0.68
C 1.78 5.14 2.32
C -1.62 -2.92 1.90
H 2.53 -3.50 5.20
C -7.55 -4.60 2.45
C 3.05 -2.62 4.84
H 3.42 0.03 3.09
C 7.28 0.57 -6.51
C -3.94 -9.50 0.44
H 1.77 4.65 3.34
H 1.74 -0.63 -1.65
H -1.90 -10.26 0.96
H -0.32 3.68 -0.91
H -7.13 -3.12 -0.41
N 0.13 1.03 0.08
H 6.68 0.94 -3.40
C -0.83 1.43 1.14
H 4.96 -0.26 -0.85
C -8.84 -4.02 0.71
C 2.26 1.44 -0.71
C -2.54 3.93 -5.86
C 4.58 -1.01 4.52
S 2.50 4.85 -1.67
C 2.11 5.15 0.09
C 0.34 2.88 -1.42
H 5.71 4.53 3.78
H -5.49 -7.89 0.45
H 7.50 0.80 4.49
H 7.71 4.85 5.59
N -6.78 -3.98 1.51
C -6.64 2.90 -0.13
H -1.63 -3.84 -0.14
C 7.10 2.24 -5.01
H 7.57 2.71 -7.10
H 3.39 -0.42 -3.62
H 1.51 0.80 -2.78
N -3.59 -7.50 1.33
N -6.86 1.71 0.52
H 5.52 -1.09 -2.38
H -6.19 3.36 -2.22
H -2.06 3.32 -3.77
N 1.72 6.45 0.58
H 4.99 -2.63 5.94
H -4.03 -4.83 0.67
C -2.44 -8.22 1.52
N -2.59 5.35 -4.16
C 1.36 3.59 -2.43
C 7.36 1.97 -6.34
C 3.62 0.11 -2.63
H -4.42 -10.33 -0.06
H 1.63 -1.70 3.37
H -4.41 -4.01 3.01
H -3.18 7.11 -5.20
C 7.40 3.93 5.11
C 6.33 2.43 3.83
H 7.06 3.17 -4.47
H -0.32 0.55 -0.71
O 2.15 4.31 1.24
H 3.12 2.18 -0.87
C -2.35 4.05 -4.51
H -6.67 3.84 0.41
H 0.71 4.17 -3.20
H 6.84 -1.00 -4.98
C 2.72 0.57 0.60
H -0.39 2.25 -2.06
N 7.30 1.79 4.53

Entry 4:
A single C2H3N2OP molecule at a distorted geometry, computed with ωB97M-V with the def2-TZVPD basis set.

## Properties
HOMO energy (spin up / spin down): -0.296 / -0.296 Eh
energy above the lowest of the compared OMol25 structures with the same formula, charge and spin: 132.59 kcal/mol
Kohn-Sham gap (spin up / spin down): 0.2974 / 0.2974 hartree

Positions of all 9 atoms, in Å:
H -1.84 -1.47 0.52
H 2.14 1.75 -0.04
O 0.18 0.90 -0.41
C 1.52 0.86 -0.18
C -0.45 -0.20 -0.25
H -2.76 0.29 0.41
N 1.96 -0.29 0.09
N 1.34 -1.31 0.19
P -2.09 -0.52 -0.33

Entry 5:
A molecular structure, C5H12NO at a distorted geometry, computed with ωB97M-V with the def2-TZVPD basis set.

## Properties
HOMO energy: -0.101 Eh
energy above the lowest of the compared OMol25 structures with the same formula, charge and spin: 117.10 kcal/mol
total charge: -1
Kohn-Sham gap: 0.2094 hartree

Positions of all 19 atoms, in Å:
H 0.57 -2.65 0.21
C 2.17 -1.24 0.77
H 2.84 -2.16 0.64
C -0.22 -0.57 -0.26
H 0.47 -0.56 -1.21
H 0.60 1.01 1.14
H -0.63 -1.95 1.32
H -2.88 0.88 -2.47
N 1.31 -1.30 1.76
H -1.53 1.88 -0.80
C 0.23 -1.70 0.68
O -2.62 0.78 -1.54
H -1.06 0.78 1.16
C -0.46 2.05 -0.44
H -0.30 2.86 0.28
H 2.63 -0.30 0.43
C -0.23 0.78 0.43
H 0.30 2.04 -1.27
H -1.20 -0.63 -0.84

Entry 6:
A single C4H7N2P molecule at a distorted geometry, computed with ωB97M-V with the def2-TZVPD basis set.

## Properties
HOMO energy: -0.276 Eh
energy above the lowest of the compared OMol25 structures with the same formula, charge and spin: 106.31 kcal/mol
Kohn-Sham gap: 0.2892 hartree

Positions of all 14 atoms, in Å:
P 2.03 -1.68 -1.23
H 0.27 -2.58 0.35
C 0.30 0.49 -0.51
H 0.85 2.46 -0.34
N -0.02 -0.60 0.07
C -1.04 -0.68 1.03
N 2.13 -0.17 -1.54
C 0.65 -1.73 -0.18
H -1.08 0.22 1.68
H -0.79 2.21 0.27
C -0.11 1.89 -0.47
H -0.37 2.40 -1.44
H -0.76 -1.48 1.69
H -2.08 -0.74 0.62